This record from the Open Molecules 2025 dataset describes a 2-piece molecular cluster, C4H15N2O2 overall at a distorted geometry. The level of theory is wB97M-V/def2-TZVPD.

Output
E_tot = -11458.7608 eV
energy above the lowest of the compared OMol25 structures with the same formula, charge and spin = 57.6 kcal per mole
charge = +1
maximum force = 0.071 hartree/bohr

CARTESIAN COORDINATES (ANGSTROEM)
N -0.208 -0.770 1.316
C -0.767 0.620 0.947
C 0.389 1.642 1.242
O 1.223 1.095 2.307
C -1.027 0.517 -0.588
N 0.021 -0.151 -1.309
C 1.133 0.556 -1.994
H -0.690 -1.127 2.113
H 0.765 -0.673 1.544
H -0.147 -1.397 0.452
H -1.751 0.764 1.469
H 0.004 2.623 1.774
H 1.042 1.804 0.391
H 2.228 1.381 2.132
H -2.117 0.073 -0.781
H -1.216 1.606 -0.945
H -0.225 -0.897 -1.937
H 1.543 1.217 -1.197
H 0.714 1.130 -2.932
H 1.788 -0.276 -2.277
H -0.326 -3.281 -1.145
H -1.384 -3.598 -0.071
O -0.993 -2.858 -0.510

This record from the Open Molecules 2025 dataset describes the molecule C9H12O4 at a distorted geometry. The level of theory is wB97M-V/def2-TZVPD.

Output
E_tot = -17716.9564 eV
energy above the lowest of the compared OMol25 structures with the same formula, charge and spin = 9.3 kcal per mole
charge = 0
structure (SMILES) = CO[C@H]1OC(=O)[C@H]2[C@@H]1[C@@H]1CC[C@H]2O1
maximum force = 0.093 hartree/bohr

CARTESIAN COORDINATES (ANGSTROEM)
C -3.423 1.048 1.314
O -2.356 1.024 0.358
C -1.185 0.404 0.871
O -1.425 -0.950 1.289
C -0.770 -1.752 0.393
O -0.758 -2.991 0.393
C 0.047 -1.080 -0.622
C -0.128 0.406 -0.239
C 1.294 0.766 0.235
C 2.131 0.922 -1.064
C 2.440 -0.533 -1.414
C 1.551 -1.291 -0.386
O 1.768 -0.473 0.782
H -4.195 0.304 1.090
H -3.849 2.060 1.345
H -2.986 0.860 2.311
H -0.828 1.007 1.763
H -0.258 -1.365 -1.628
H -0.462 0.995 -1.089
H 1.324 1.616 0.928
H 3.034 1.527 -0.794
H 1.573 1.381 -1.888
H 3.468 -0.769 -1.248
H 2.184 -0.743 -2.427
H 1.811 -2.375 -0.271

This record from the Open Molecules 2025 dataset describes C38H44BFN10O5S4SeTi as an isolated structure. The level of theory is wB97M-V/def2-TZVPD.

Output
E_tot = -200456.6166 eV
energy above the lowest of the compared OMol25 structures with the same formula, charge and spin = 0.0 kcal per mole
spin multiplicity = 2
charge = +1
maximum force = 0.016 hartree/bohr

CARTESIAN COORDINATES (ANGSTROEM)
Ti -0.325 0.676 -0.593
C -1.949 3.143 2.640
C -0.976 2.283 2.135
N -1.221 2.009 0.855
N -2.346 2.686 0.510
C -2.791 3.374 1.566
B -2.751 2.811 -0.989
N -1.475 3.331 -1.697
C -1.223 4.554 -2.181
C 0.143 4.713 -2.299
C 0.667 3.511 -1.826
N -0.309 2.678 -1.479
N -3.113 1.421 -1.552
C -4.188 1.010 -2.226
C -4.011 -0.320 -2.572
C -2.766 -0.649 -2.051
N -2.234 0.403 -1.428
H -2.019 3.550 3.632
H -0.113 1.846 2.619
H -3.664 3.997 1.475
H -3.667 3.573 -1.118
H -2.035 5.227 -2.401
H 0.682 5.574 -2.652
H 1.694 3.222 -1.686
H -5.001 1.689 -2.419
H -4.686 -0.950 -3.124
H -2.211 -1.574 -2.083
C 2.792 2.425 4.109
C 2.340 3.400 3.032
S 2.111 2.753 1.360
C 3.667 1.881 1.062
C 3.664 0.335 1.116
S 2.096 -0.470 1.496
C 2.448 -1.300 3.049
C 2.759 -0.397 4.247
S 1.673 1.040 4.468
H 2.936 2.982 5.035
H 3.760 2.002 3.840
H 3.068 4.214 2.994
H 1.378 3.847 3.287
H 4.405 2.287 1.756
H 3.986 2.183 0.068
H 4.387 -0.017 1.853
H 3.982 -0.036 0.144
H 3.273 -1.999 2.898
H 1.560 -1.895 3.258
H 3.781 -0.023 4.186
H 2.698 -0.990 5.160
F 3.673 5.034 -4.369
C 3.971 3.865 -3.804
C 3.152 2.820 -3.889
N 3.449 1.603 -3.294
C 2.521 0.496 -3.410
C 1.395 0.523 -2.407
O 0.228 0.250 -2.747
O 1.632 0.798 -1.179
C 4.637 1.393 -2.621
O 4.946 0.326 -2.142
N 5.454 2.503 -2.552
C 5.245 3.777 -3.087
O 6.048 4.662 -2.959
H 2.211 2.884 -4.417
H 3.083 -0.424 -3.239
H 2.093 0.482 -4.411
H 6.338 2.362 -2.080
C -1.567 -5.119 -1.048
N -1.075 -4.638 -2.329
C -1.420 -5.182 -3.552
C -0.758 -4.479 -4.491
N -0.018 -3.519 -3.829
C 0.845 -2.541 -4.473
C -0.209 -3.612 -2.498
Se 0.578 -2.596 -1.151
H -1.751 -6.187 -1.124
H -2.491 -4.609 -0.773
H -0.811 -4.925 -0.291
H -2.092 -6.015 -3.639
H -0.741 -4.575 -5.561
H 0.891 -2.778 -5.532
H 1.840 -2.598 -4.035
H 0.436 -1.542 -4.329
O -1.041 -0.712 0.860
S -1.679 -0.666 2.247
C -1.095 -2.124 3.060
C -0.648 -3.209 2.324
C -0.187 -4.323 3.011
C -0.185 -4.339 4.400
C -0.630 -3.236 5.118
C -1.085 -2.110 4.448
C -3.367 -1.077 1.945
C -4.338 -0.452 2.709
C -5.671 -0.776 2.483
C -6.002 -1.697 1.501
C -5.010 -2.302 0.733
C -3.679 -1.997 0.953
H -0.612 -3.153 1.243
H 0.184 -5.175 2.457
H 0.176 -5.211 4.928
H -0.608 -3.245 6.199
H -1.410 -1.235 4.996
H -4.063 0.283 3.455
H -6.447 -0.300 3.066
H -7.040 -1.942 1.324
H -5.281 -3.010 -0.039
H -2.885 -2.440 0.367

This record from the Open Molecules 2025 dataset describes C52H70BBiN12S4 as an isolated structure at a distorted geometry. The level of theory is wB97M-V/def2-TZVPD.

Output
E_tot = -122791.4840 eV
energy above the lowest of the compared OMol25 structures with the same formula, charge and spin = 0.0 kcal per mole
charge = +2
maximum force = 0.036 hartree/bohr

CARTESIAN COORDINATES (ANGSTROEM)
Bi 0.989 0.220 0.278
C -2.199 2.926 -4.425
C -3.061 2.144 -3.500
C -4.412 2.019 -3.652
C -5.153 1.224 -2.735
N -4.554 0.590 -1.774
N -3.237 0.689 -1.618
B -2.673 -0.123 -0.485
N -3.516 -1.379 -0.147
N -4.639 -1.587 0.470
C -5.046 -2.833 0.584
C -4.289 -3.903 0.045
C -3.087 -3.681 -0.596
C -2.202 -4.725 -1.172
C -2.720 -2.327 -0.643
S -1.373 -1.421 -1.219
C -6.361 -3.055 1.290
C -6.823 -1.735 1.912
C -7.394 -3.536 0.261
C -6.212 -4.113 2.390
N -2.522 0.723 0.781
N -3.274 1.821 0.708
C -3.745 2.384 1.782
C -3.501 1.809 3.055
C -2.676 0.725 3.165
C -2.436 0.039 4.464
C -2.100 0.205 1.964
S -0.981 -1.060 1.998
C -4.672 3.564 1.593
C -4.786 4.386 2.878
C -4.174 4.447 0.447
C -6.049 2.990 1.225
C -2.441 1.456 -2.406
S -0.792 1.546 -2.107
C -6.651 1.062 -2.829
C -7.290 2.451 -2.729
C -7.165 0.173 -1.695
C -6.993 0.407 -4.172
H -2.791 3.449 -5.170
H -1.498 2.254 -4.922
H -1.599 3.641 -3.864
H -4.916 2.508 -4.470
H -4.659 -4.910 0.152
H -2.718 -5.672 -1.301
H -1.350 -4.877 -0.509
H -1.807 -4.387 -2.128
H -6.917 -0.967 1.150
H -6.095 -1.397 2.645
H -7.781 -1.875 2.402
H -7.490 -2.830 -0.561
H -8.357 -3.626 0.755
H -7.127 -4.508 -0.146
H -5.439 -3.829 3.100
H -5.975 -5.094 1.986
H -7.155 -4.194 2.924
H -3.982 2.207 3.934
H -2.985 0.526 5.265
H -1.378 0.018 4.715
H -2.754 -1.001 4.393
H -3.800 4.655 3.251
H -5.324 3.840 3.649
H -5.342 5.299 2.682
H -3.223 4.904 0.708
H -4.894 5.237 0.249
H -4.038 3.854 -0.453
H -6.429 2.346 2.014
H -5.980 2.410 0.308
H -6.756 3.802 1.078
H -6.984 2.946 -1.810
H -8.372 2.360 -2.721
H -7.011 3.080 -3.570
H -6.951 0.622 -0.730
H -6.681 -0.799 -1.733
H -8.239 0.039 -1.792
H -6.640 1.001 -5.010
H -8.069 0.297 -4.264
H -6.543 -0.582 -4.234
N 3.151 -2.442 3.335
C 2.540 -1.504 2.620
S 2.438 -1.794 0.900
N 2.074 -0.463 3.259
N 1.477 0.501 2.597
C 0.923 1.485 3.229
C 0.327 2.569 2.496
C -0.318 3.637 3.131
C -0.769 4.693 2.359
C -0.578 4.664 0.982
C 0.031 3.550 0.430
N 0.464 2.544 1.164
H 3.508 -3.271 2.888
H 3.224 -2.333 4.335
H 0.917 1.511 4.313
H -0.453 3.626 4.202
H -1.259 5.539 2.817
H -0.890 5.479 0.348
H 0.186 3.452 -0.634
C 6.766 3.969 -2.298
C 6.046 4.272 -0.980
C 5.213 5.554 -1.152
C 7.094 4.464 0.123
C 5.077 3.187 -0.577
C 4.429 3.208 0.663
C 3.435 2.294 0.929
N 3.056 1.359 0.063
C 3.721 1.246 -1.091
C 4.722 2.151 -1.430
C 3.331 0.199 -2.040
C 4.178 -0.198 -3.070
C 3.719 -1.051 -4.071
C 2.399 -1.491 -3.947
C 1.659 -1.144 -2.829
N 2.113 -0.318 -1.899
C 4.603 -1.503 -5.214
C 4.984 -2.964 -4.932
C 3.858 -1.403 -6.553
C 5.882 -0.669 -5.317
H 7.477 4.764 -2.508
H 6.072 3.924 -3.135
H 7.319 3.035 -2.230
H 5.858 6.355 -1.500
H 4.760 5.860 -0.211
H 4.424 5.404 -1.887
H 7.805 5.232 -0.170
H 7.638 3.536 0.285
H 6.642 4.774 1.061
H 4.666 3.949 1.409
H 2.916 2.316 1.874
H 5.195 2.071 -2.391
H 5.197 0.145 -3.080
H 1.942 -2.110 -4.703
H 0.652 -1.510 -2.690
H 4.104 -3.600 -4.894
H 5.508 -3.045 -3.982
H 5.639 -3.327 -5.718
H 3.057 -2.131 -6.634
H 4.555 -1.593 -7.364
H 3.442 -0.408 -6.690
H 6.515 -0.795 -4.442
H 5.647 0.385 -5.446
H 6.454 -0.997 -6.180

This record from the Open Molecules 2025 dataset describes an isolated ion of composition C4H11N2S and charge -1 at a distorted geometry. The level of theory is wB97M-V/def2-TZVPD.

Output
E_tot = -18140.9367 eV
energy above the lowest of the compared OMol25 structures with the same formula, charge and spin = 49.8 kcal per mole
charge = -1
structure (SMILES) = NCCNCC[S-]
maximum force = 0.091 hartree/bohr

CARTESIAN COORDINATES (ANGSTROEM)
N -2.426 -0.406 1.613
C -0.981 -0.380 1.942
C -0.133 -0.877 0.706
N -0.010 0.129 -0.310
C 1.293 0.436 -0.864
C 1.423 0.882 -2.335
S 2.973 0.355 -3.121
H -2.829 -0.092 2.530
H -2.858 0.366 0.983
H -0.722 0.539 2.341
H -0.748 -1.058 2.818
H -0.561 -1.885 0.371
H 0.850 -1.110 1.080
H -0.719 -0.115 -1.069
H 2.124 -0.291 -0.752
H 1.619 1.387 -0.456
H 1.090 1.909 -2.547
H 0.616 0.211 -2.929

This record from the Open Molecules 2025 dataset describes an isolated ion of composition C5H10NO and charge -1 at a distorted geometry. The level of theory is wB97M-V/def2-TZVPD.

Output
E_tot = -8882.0511 eV
energy above the lowest of the compared OMol25 structures with the same formula, charge and spin = 47.7 kcal per mole
charge = -1
structure (SMILES) = CC[C@@]1(C)CN1[O-]
maximum force = 0.056 hartree/bohr

CARTESIAN COORDINATES (ANGSTROEM)
C -0.806 -1.837 0.382
C -0.884 -0.653 -0.585
C 0.064 0.459 -0.221
C -0.232 1.317 0.974
C 1.631 0.216 -0.554
N 0.781 1.128 -1.357
O 1.018 2.452 -1.190
H 0.189 -2.279 0.356
H -1.536 -2.606 0.120
H -1.004 -1.509 1.402
H -1.910 -0.266 -0.593
H -0.652 -0.995 -1.598
H -1.307 1.413 1.132
H 0.191 2.297 0.690
H 0.237 0.967 1.898
H 2.335 0.625 0.160
H 1.885 -0.729 -1.017